The following is a DFT calculation (ωB97M-V/def2-TZVPD) of 14 unconnected molecules or ions with the total composition C56H91N7O14 at a distorted geometry.

The total energy is -98642.379 eV. As for the largest force on an atom: 4.7 eV/Å. The orbital gap comes out at 0.3894 Eh. As for the LUMO energy: 0.5 eV.

Each line ends with the Mulliken charge.
Cartesian coordinates (Å):
O  -1.411  5.538  3.825  -0.44
O  3.741  0.943  -4.946  -0.38
O  1.332  2.148  2.863  -0.27
O  -0.166  3.140  -1.093  -0.23
O  0.431  4.816  -2.358  -0.42
O  -2.529  5.397  -4.176  -0.36
O  2.926  2.186  1.299  -0.21
O  3.692  2.686  -3.588  -0.59
O  0.933  -4.631  -4.785  -0.37
O  -1.222  -0.834  -3.303  -0.52
O  -1.705  3.638  2.749  -0.36
O  -2.685  3.234  -4.773  -0.60
O  3.025  -4.361  -5.370  -0.66
O  -1.072  -1.953  -5.211  -0.37
N  2.607  2.034  6.435  -0.56
N  1.882  -0.650  -1.331  -0.28
N  -1.892  -4.080  5.295  -0.52
N  -2.068  -3.827  -1.061  -0.28
N  -0.847  -6.517  -0.588  -0.54
N  -5.026  -0.746  0.588  -0.68
N  5.255  -1.462  3.015  -0.58
C  -2.831  -3.151  -1.633  -0.02
C  -3.402  -0.972  5.569  -0.83
C  -5.207  -2.939  -2.616  -0.56
C  -1.239  -6.309  0.487  0.29
C  -4.533  0.308  0.556  0.19
C  0.768  -0.649  -4.823  1.58
C  -4.334  1.866  3.248  -0.70
C  -4.162  1.727  0.631  1.25
C  0.211  -4.750  -3.530  -0.56
C  -3.839  -2.312  -2.360  0.88
C  1.007  -3.931  -2.515  1.30
C  3.255  1.071  6.197  0.40
C  1.597  4.169  1.603  0.06
C  2.436  -4.289  -3.015  0.19
C  -0.820  5.974  5.069  -0.53
C  3.053  -1.424  5.836  -0.79
C  -3.038  5.224  -1.845  -0.12
C  -3.706  -2.272  4.780  -0.31
C  -2.223  -0.276  5.068  0.24
C  4.033  -2.573  0.032  0.05
C  1.936  2.742  2.013  -0.05
C  0.034  4.874  5.596  -0.73
C  0.285  2.785  -3.468  0.78
C  -0.230  -2.249  -6.293  -1.11
C  0.851  -0.676  -0.778  -0.08
C  3.010  -3.329  0.768  -0.34
C  -3.482  3.989  -2.599  0.28
C  1.091  -1.569  -5.979  -0.32
C  2.588  4.360  0.424  -0.16
C  0.747  3.820  -4.530  -0.72
C  4.948  -1.339  1.930  -0.11
C  0.155  3.548  -2.190  -0.55
C  1.032  5.051  -3.601  -0.65
C  -0.405  -4.916  2.397  0.99
C  4.883  0.680  -2.962  0.88
C  2.233  -4.397  -4.467  0.43
C  3.426  3.065  0.313  -0.02
C  4.976  -0.644  -3.605  0.33
C  -0.524  -0.543  -0.389  1.34
C  1.879  -0.986  4.972  0.00
C  -5.335  -3.441  -4.063  -1.24
C  -1.283  4.150  3.714  0.23
C  -2.661  -3.303  5.007  0.19
C  -4.723  2.388  1.859  -0.96
C  -0.800  -0.202  1.152  -0.17
C  -1.557  -5.886  1.851  -0.50
C  0.924  -5.657  2.424  -1.33
C  4.014  -0.127  5.957  -0.33
C  0.214  -0.836  2.087  1.39
C  -2.890  4.118  -3.964  0.34
C  -0.573  -1.139  -4.287  -0.27
C  4.359  -1.151  0.582  0.68
C  -0.561  3.621  4.954  0.88
C  4.406  -0.328  -5.029  -0.17
C  -2.914  6.196  -3.059  -0.59
C  4.127  1.592  -3.828  0.26
H  1.811  4.804  2.442  0.45
H  2.101  -0.018  4.419  -0.24
H  1.112  5.014  5.437  0.28
H  4.480  -1.455  -3.074  -0.62
H  3.199  2.615  -0.630  -0.12
H  3.451  -0.523  0.744  -0.47
H  0.454  0.409  -5.014  0.21
H  -4.011  -1.417  -1.773  -0.43
H  -2.131  6.980  -2.900  0.32
H  -5.861  2.352  1.809  0.43
H  1.439  -0.966  -6.830  0.60
H  -4.607  3.449  1.744  0.39
H  2.842  -5.250  -2.634  0.35
H  -3.065  1.705  0.635  -0.58
H  0.869  -6.493  3.101  0.45
H  1.889  -2.333  -5.862  -0.15
H  3.664  -2.218  5.410  0.36
H  4.496  3.223  0.396  0.36
H  -2.071  0.588  5.719  0.17
H  -0.253  -0.962  3.039  -0.30
H  -0.208  -3.312  -6.311  0.42
H  -4.890  2.397  4.021  0.35
H  0.404  -1.906  1.787  -1.02
H  -3.789  -2.169  3.673  0.08
H  0.269  2.954  4.656  -0.42
H  -3.915  6.551  -3.441  0.33
H  3.212  -3.350  1.898  0.29
H  0.632  -4.152  -1.513  0.06
H  -4.561  0.831  3.460  0.33
H  -2.293  0.158  4.042  -0.37
H  1.699  -1.769  4.198  0.03
H  -3.306  1.974  3.453  -0.11
H  -5.193  -2.628  -4.807  0.30
H  3.210  -3.500  -2.838  -0.53
H  -4.324  -0.372  5.594  0.36
H  -0.014  4.097  -5.298  0.30
H  -0.812  0.918  1.267  -0.19
H  -3.228  -1.318  6.636  0.40
H  -1.241  -0.787  5.097  0.06
H  -0.970  -1.515  -0.679  -1.19
H  -3.748  5.616  -1.124  0.52
H  -0.672  -1.792  -7.130  0.31
H  1.707  -4.955  2.722  0.21
H  -0.973  0.244  -0.982  0.40
H  4.297  0.696  -2.060  -0.68
H  -6.308  -3.866  -4.330  0.41
H  4.539  -0.078  4.989  0.11
H  2.101  -2.758  0.628  -0.17
H  -1.294  3.084  5.584  0.13
H  4.757  -0.206  6.814  0.39
H  2.792  -1.697  6.852  0.39
H  1.152  2.132  -3.257  -0.10
H  3.761  -2.434  -1.028  -0.72
H  -0.351  -4.021  1.703  -0.58
H  -3.421  -1.945  -3.303  0.04
H  -4.583  -4.197  -4.322  0.28
H  -1.660  6.241  5.799  0.22
H  -1.737  -6.737  2.538  0.49
H  1.160  -6.134  1.441  0.31
H  -4.664  -2.637  5.063  0.50
H  3.262  5.208  0.616  0.44
H  -0.818  -4.363  -3.730  0.19
H  -0.300  6.890  4.838  0.34
H  5.089  -3.037  0.007  0.43
H  -4.569  4.034  -2.652  0.58
H  6.080  -0.884  -3.642  0.38
H  0.999  -0.725  5.524  0.32
H  5.875  1.187  -2.729  0.43
H  -2.495  -5.234  1.921  0.21
H  5.171  -0.164  -5.850  0.26
H  2.044  5.312  -3.425  0.35
H  -3.127  3.094  -2.093  -0.45
H  0.007  4.918  6.650  0.43
H  3.665  -1.015  -5.440  0.04
H  -0.574  2.134  -3.748  0.36
H  -4.420  2.220  -0.260  0.26
H  1.639  3.523  -5.131  0.41
H  1.498  -0.576  -4.023  -0.66
H  -1.831  -0.536  1.227  0.18
H  2.939  -4.339  0.377  0.49
H  0.270  -5.765  -3.169  0.41
H  5.013  -0.614  -0.097  0.38
H  0.583  5.947  -3.953  0.39
H  1.136  -0.296  2.227  -0.01
H  -2.092  5.072  -1.347  -0.17
H  -5.380  -3.762  -1.914  0.35
H  0.810  -2.916  -2.751  -0.88
H  0.529  4.263  1.340  -0.11
H  -0.746  -4.547  3.359  0.02
H  -6.029  -2.177  -2.447  0.31
H  2.021  4.538  -0.485  -0.52

=====

The following is a DFT calculation (ωB97M-V/def2-TZVPD) of 19 unconnected molecules or ions with the total composition C56H94Br20O18 at a distorted geometry.

The total energy is -1497304.802 eV. As for the largest force on an atom: 3.2 eV/Å. The orbital gap comes out at 0.3553 Eh. As for the LUMO energy: -0.1 eV.

Each line ends with the Mulliken charge.
Cartesian coordinates (Å):
Br  5.010  -4.252  3.656  -0.19
Br  6.845  -2.784  -2.174  -0.13
Br  -6.815  0.523  -3.209  -0.17
Br  -0.620  2.500  -8.065  -0.16
Br  2.963  -5.084  7.386  -0.14
Br  0.273  6.049  -5.324  -0.19
Br  -0.649  -1.590  1.099  -0.05
Br  -6.604  4.072  -1.988  -0.11
Br  2.905  -7.672  1.262  -0.17
Br  2.528  0.995  1.652  -0.03
Br  -0.722  -4.865  4.505  -0.12
Br  3.086  -7.270  -4.827  -0.18
Br  -2.915  0.810  -0.701  0.03
Br  3.344  -2.379  0.818  0.17
Br  1.148  0.350  -4.570  0.01
Br  4.138  -3.056  -5.176  -0.14
Br  0.011  -4.017  -6.541  -0.20
Br  2.776  -0.895  5.855  -0.19
Br  -2.403  -0.745  -4.169  -0.07
Br  1.762  -3.834  -2.040  0.10
O  -1.152  0.530  4.852  0.01
O  4.045  1.459  -2.417  -0.63
O  5.691  2.716  1.262  -0.26
O  -4.770  -4.178  2.034  -0.67
O  1.981  2.070  -1.783  0.43
O  2.232  7.864  3.175  -0.56
O  1.304  5.986  2.242  -0.39
O  -4.735  -2.651  0.451  0.08
O  -3.719  5.052  -5.414  -0.45
O  -1.344  -5.077  -2.344  -0.63
O  -1.372  4.213  -1.860  -0.76
O  -4.154  4.116  -7.442  -0.59
O  -1.268  4.136  0.361  0.18
O  -4.688  3.212  2.382  -0.65
O  -0.865  2.739  4.532  -0.45
O  -5.085  1.045  1.926  -0.26
O  -2.227  -4.883  -0.348  0.01
O  5.581  2.141  3.413  -0.65
C  1.506  3.284  -1.126  2.27
C  -0.822  1.796  5.260  0.14
C  -1.188  -2.517  -6.085  -0.64
C  -3.286  3.100  -4.101  0.96
C  -5.690  -4.675  -0.152  -0.56
C  -4.810  -2.726  -1.068  0.49
C  -0.131  5.047  -6.891  -0.52
C  -0.375  1.844  6.730  -0.47
C  -1.293  -5.424  -1.182  0.14
C  2.852  5.681  4.000  -0.34
C  5.347  -2.101  -1.200  0.56
C  -3.153  5.192  -0.515  0.08
C  -0.940  0.695  -0.746  -0.02
C  2.827  -1.710  -5.563  0.14
C  0.492  -4.498  5.995  -0.28
C  -1.844  4.448  -0.782  0.03
C  2.586  -0.933  3.882  -0.87
C  6.308  2.114  0.086  0.16
C  -4.013  -0.034  3.760  -0.19
C  -3.722  2.705  -5.566  -0.26
C  2.631  0.592  3.612  -0.47
C  4.923  -3.082  -0.170  -0.67
C  -4.574  2.049  2.706  0.05
C  -2.101  4.576  1.410  0.63
C  3.093  -5.989  -3.330  -0.48
C  1.820  -5.222  -3.398  -0.47
C  -3.493  4.617  -4.074  0.22
C  -0.844  0.425  7.256  -0.66
C  2.150  6.687  3.191  0.29
C  -4.498  -0.216  2.287  0.36
C  2.550  -0.965  -4.305  -0.06
C  -3.010  5.731  0.856  -0.71
C  -1.860  -5.271  1.033  -0.88
C  -3.726  1.436  3.812  0.87
C  -0.783  -0.373  5.944  0.59
C  7.214  1.077  1.987  -0.34
C  -0.334  -0.727  -0.604  -0.35
C  -0.375  -5.768  0.959  0.36
C  -6.706  1.190  -1.385  0.15
C  -4.948  -3.925  0.891  0.35
C  3.330  -5.862  1.977  0.28
C  2.180  4.371  -1.832  -0.20
C  4.519  -5.993  2.857  -0.75
C  6.133  2.002  2.338  0.47
C  7.545  1.374  0.519  -0.57
C  1.837  -5.217  5.789  -0.13
C  -1.279  -2.344  -4.602  0.25
C  2.025  4.445  3.896  0.01
C  3.567  3.786  -2.000  -0.56
C  -5.855  -3.787  -1.351  -0.54
C  1.471  4.616  2.461  1.15
C  -3.850  4.003  -6.302  0.28
C  -7.489  2.532  -1.254  -0.60
C  3.259  2.314  -2.135  0.21
C  -0.348  -6.388  -0.452  -0.12
C  -0.149  3.599  -6.471  -0.17
H  -8.472  2.437  -1.735  0.45
H  -2.602  3.694  1.689  -0.64
H  0.293  -4.868  1.004  -0.33
H  0.593  4.024  2.437  -0.18
H  -3.835  2.611  -3.275  -0.20
H  -7.563  2.794  -0.170  0.36
H  -1.434  4.901  2.213  0.32
H  0.796  3.139  -6.049  0.44
H  -0.731  -1.700  -6.638  0.33
H  -0.075  0.023  7.980  0.30
H  0.714  -0.442  -0.635  0.29
H  -0.135  -6.446  1.771  0.53
H  0.387  3.319  -1.254  -1.63
H  3.452  -5.148  1.151  -0.26
H  -0.348  -2.122  -4.085  -0.53
H  8.413  2.034  0.462  0.30
H  -5.663  1.304  -1.250  -0.61
H  0.724  2.006  6.719  0.23
H  -7.177  0.453  -0.759  0.53
H  2.514  3.503  4.124  -0.09
H  -0.659  -1.385  -1.400  0.14
H  -1.732  -3.204  -4.100  0.37
H  -5.219  -5.611  -0.344  0.25
H  0.638  5.295  -7.636  0.45
H  -2.081  -4.437  1.681  0.25
H  3.157  -6.603  -2.433  0.38
H  1.728  -6.294  5.533  0.41
H  -5.099  -1.702  -1.168  -0.14
H  -5.502  -4.276  -2.236  0.34
H  2.295  4.129  1.882  -0.60
H  -3.677  -0.401  1.598  -0.36
H  2.450  -5.508  2.518  0.08
H  0.617  -6.365  -0.933  -0.16
H  3.497  1.057  3.988  0.78
H  -3.971  4.418  -0.581  -0.43
H  2.270  -4.714  4.973  -0.18
H  -0.697  -7.412  -0.449  0.39
H  6.871  0.058  2.079  0.07
H  -0.671  1.372  0.089  -0.09
H  -2.271  2.835  -3.895  -0.24
H  -3.870  1.965  4.774  0.58
H  -2.132  -2.780  -6.552  0.50
H  -4.785  -0.328  4.430  0.30
H  -1.852  0.459  7.625  0.36
H  1.880  -2.166  -5.825  -0.31
H  0.894  -5.797  -3.261  0.56
H  4.587  -1.823  -1.984  -0.27
H  5.351  -6.215  2.230  0.51
H  4.116  4.097  -2.876  0.55
H  -2.460  6.667  0.813  0.38
H  3.440  -1.408  3.485  0.76
H  -0.891  3.499  -5.672  -0.32
H  -6.799  -3.240  -1.344  0.32
H  -3.113  2.027  -6.151  0.18
H  1.667  -1.465  3.605  0.19
H  -2.712  1.561  3.485  -0.74
H  2.098  5.321  -1.275  0.57
H  -3.943  5.849  1.480  0.29
H  -4.339  4.866  -3.457  -0.11
H  1.770  4.577  -2.830  -0.31
H  -1.591  -1.110  5.874  0.28
H  1.171  4.427  4.632  0.17
H  4.214  4.063  -1.156  0.00
H  -6.648  -5.000  0.235  0.40
H  -2.583  -6.022  1.306  0.32
H  3.937  -5.306  -3.459  0.20
H  -1.081  5.336  -7.267  0.37
H  8.077  1.192  2.646  0.38
H  5.536  1.469  -0.394  -0.34
H  1.858  3.244  -0.120  -0.66
H  5.759  -3.222  0.532  0.48
H  -3.375  5.903  -1.293  0.60
H  -4.711  2.323  -5.572  0.30
H  7.802  0.462  -0.057  0.29
H  0.120  -0.894  5.652  -0.72
H  -2.629  5.117  -3.692  -0.06
H  -0.643  0.983  -1.755  0.22
H  1.837  -4.597  -4.298  -0.02
H  4.532  -4.007  -0.586  0.30
H  4.459  -6.755  3.648  0.48
H  0.466  -3.410  6.012  0.04
H  3.214  -1.176  -6.426  0.46
H  2.184  -1.633  -3.529  -0.82
H  6.427  2.953  -0.554  0.47
H  -3.112  -0.655  4.011  -0.09
H  -3.815  -2.929  -1.520  -0.21
H  3.849  5.436  3.593  0.19
H  -0.015  -4.924  6.853  0.44
H  -5.242  -1.038  2.105  -0.01
H  5.772  -1.171  -0.838  -0.24
H  1.805  1.131  4.039  -0.23
H  3.354  -0.378  -3.904  0.60
H  3.017  6.140  5.025  0.32
H  -0.836  2.680  7.363  0.36

=====

Q: What is the total energy in the second record?
A: -1497304.802 eV

=====

Q: Which of these has the lowest largest force on an atom?
A: C56H94Br20O18